2 unconnected molecules or ions with the total composition C4H7NO, computed with ωB97M-V/def2-TZVPD.

Element x y z (Å)
C (-0.706, -0.439, 0.733)
C (-1.448, 0.400, 0.015)
N (-1.446, -1.097, -0.317)
H (-0.388, -0.739, 1.719)
H (-2.246, 1.086, 0.264)
H (-2.236, -1.588, 0.122)
C (1.438, -0.490, -0.145)
C (1.491, 0.855, -0.320)
O (0.654, 1.523, -1.089)
H (2.139, -0.976, 0.527)
H (0.871, -1.116, -0.827)
H (2.168, 1.483, 0.265)
H (-0.290, 1.097, -0.946)

Force components x, y, z for each atom (eV/Å):
-0.23 0.29 -0.03
0.03 -0.06 0.39
-0.17 -0.27 0.01
-0.01 0.08 -0.17
0.11 -0.09 -0.06
0.09 0.05 -0.10
0.08 0.11 -0.11
0.09 -0.18 0.18
-0.09 -0.10 -0.02
-0.09 0.13 -0.09
0.11 0.08 0.07
-0.06 -0.13 -0.07
0.14 0.09 0.00

Calculated values
LUMO level: 0.55 eV
total charge: 0
frontier orbital gap: 0.32895 Ha
SMILES: C1=CN1.C=CO
relative energy (zero: lowest compared OMol25 entry of this formula, charge and spin): 135.31 kcal per mole
strongest force on any atom: 0.397 eV/Å